Entry 1:
Below is C36H33ClN5O5STi as an isolated structure, with properties calculated with ωB97M-V/def2-TZVPD.

Positions of all 82 atoms, in Å:
1 Ti 0.579 0.588 0.064
2 Cl 0.874 0.653 4.959
3 S 3.029 -2.176 -0.795
4 O 1.756 -1.990 3.264
5 O 2.677 0.739 -0.289
6 O -0.598 -1.162 -0.073
7 O -2.032 -1.151 1.640
8 O 1.252 -0.518 1.669
9 N 0.727 -0.078 -2.140
10 N 3.687 0.154 0.357
11 N 0.587 2.156 1.549
12 N 0.904 2.455 -1.400
13 N -1.355 1.548 -0.069
14 C 0.548 0.906 -3.158
15 C 0.553 4.423 3.184
16 C -2.960 -4.640 -1.249
17 C 4.506 0.983 1.056
18 C 0.065 -0.370 3.699
19 C -0.927 -3.921 2.447
20 C -2.046 -5.434 0.799
21 C 3.901 -1.194 0.250
22 C -1.654 -4.147 1.152
23 C 1.663 2.518 2.264
24 C 4.957 -1.684 1.082
25 C 5.755 -0.871 1.829
26 C -2.961 3.028 0.953
27 C -1.917 -3.092 0.271
28 C 0.807 4.600 -3.257
29 C 1.133 3.737 -1.030
30 C -1.492 -1.678 0.666
31 C 5.551 0.524 1.802
32 C 1.104 4.802 -1.897
33 C -3.899 2.660 0.034
34 C -3.553 1.757 -0.993
35 C 1.122 -1.041 2.815
36 C -2.562 -3.342 -0.940
37 C 0.238 0.583 -4.475
38 C 0.092 1.605 -5.407
39 C 0.282 2.925 -5.031
40 C -3.149 -7.098 -0.733
41 C -1.643 2.508 0.860
42 C -0.571 4.059 2.505
43 C -0.559 2.906 1.678
44 C 0.689 2.230 -2.735
45 C -2.283 1.228 -0.973
46 C -2.708 -5.699 -0.393
47 C 1.719 3.621 3.074
48 C -2.844 -2.236 -1.914
49 C 0.594 3.278 -3.701
50 H -3.462 -4.823 -2.193
51 H -3.215 3.704 1.758
52 H -3.522 -1.497 -1.483
53 H -4.050 -7.379 -0.181
54 H -1.468 4.660 2.565
55 H -1.404 -3.127 3.020
56 H 4.234 2.023 0.953
57 H 0.552 5.315 3.800
58 H -1.929 -1.706 -2.173
59 H 1.725 -0.243 -1.938
60 H 0.750 5.424 -3.959
61 H -3.297 -2.629 -2.824
62 H -0.604 0.280 3.140
63 H 6.164 1.223 2.350
64 H -4.255 1.455 -1.757
65 H 0.184 3.719 -5.762
66 H 0.128 -0.456 -4.761
67 H -1.964 0.504 -1.711
68 H 0.106 -3.613 2.275
69 H -1.821 -6.248 1.479
70 H 0.338 -0.986 -2.379
71 H 5.086 -2.757 1.076
72 H -2.377 -7.828 -0.485
73 H 1.344 3.900 0.017
74 H 2.505 1.840 2.177
75 H 2.618 3.837 3.632
76 H -0.157 1.363 -6.433
77 H 6.540 -1.300 2.440
78 H -4.908 3.054 0.101
79 H -0.916 -4.836 3.041
80 H -0.488 -1.132 4.245
81 H -3.371 -7.192 -1.797
82 H 1.297 5.795 -1.504

**HOMO-LUMO gap (spin up / spin down)**: 0.1415 / 0.2409 Eh
**Energy above the lowest of the compared OMol25 structures with the same formula, charge and spin**: 30.0 kJ/mol
**HOMO energy (spin up / spin down)**: 0.450 / -2.254 eV
**Spin multiplicity**: 4
**⟨S²⟩**: 3.790
**Molar mass**: 731.08 g mol⁻¹
**Total charge**: -2

Entry 2:
Below is a 2-piece molecular cluster, CH5NO2S overall in a non-equilibrium geometry, with properties calculated with ωB97M-V/def2-TZVPD.

Positions of all 10 atoms, in Å:
1 S 0.513 0.836 -0.148
2 O -0.082 2.174 -0.120
3 O 2.480 -1.279 -0.155
4 N 0.159 0.168 1.268
5 C -0.660 -0.285 -1.043
6 H -0.590 0.387 1.923
7 H 0.776 -0.548 1.657
8 H -0.297 -1.126 -0.607
9 H -1.756 -0.170 -0.712
10 H -0.542 -0.157 -2.064

**HOMO-LUMO gap (spin up / spin down)**: 0.3653 / 0.2484 Eh
**Energy above the lowest of the compared OMol25 structures with the same formula, charge and spin**: 180.2 kJ/mol
**HOMO energy (spin up / spin down)**: -9.108 / -9.060 eV
**Spin multiplicity**: 3
**⟨S²⟩**: 2.007
**Molar mass**: 95.12 g mol⁻¹
**Total charge**: 0

Entry 3:
Below is C32H64O16S8 as an isolated structure in a non-equilibrium geometry, with properties calculated with ωB97M-V/def2-TZVPD.

Positions of all 120 atoms, in Å:
1 S 0.078 -4.000 -1.106
2 S -2.664 -2.887 -4.042
3 S -2.438 -0.343 1.074
4 S 2.009 4.857 2.705
5 S 0.368 -1.287 3.267
6 S -3.028 1.985 -1.657
7 S 0.679 0.494 -0.340
8 S 5.903 0.485 -0.899
9 O 2.082 0.129 -0.173
10 O 2.355 6.167 2.148
11 O -1.372 -1.357 1.208
12 O -4.314 1.252 -1.481
13 O 1.159 -3.049 -1.488
14 O 7.293 0.946 -0.967
15 O 0.050 1.371 0.644
16 O 5.380 -0.447 -1.937
17 O -2.831 -2.165 -2.725
18 O 0.234 -2.717 3.308
19 O -2.742 0.243 -0.207
20 O -3.863 -3.237 -4.739
21 O 2.162 4.565 4.135
22 O -0.764 -0.427 3.740
23 O -2.024 1.445 -2.576
24 O -0.266 -5.110 -1.906
25 C -0.379 -1.003 -0.648
26 C -0.214 -3.871 -4.523
27 C -1.526 -4.414 -3.908
28 C -0.188 -1.282 -2.098
29 C -0.285 0.092 -2.845
30 C 0.791 -0.724 1.498
31 C 3.968 1.620 0.596
32 C 2.962 3.529 1.817
33 C -3.928 0.731 3.081
34 C -0.979 -4.440 1.383
35 C -3.928 -1.287 1.687
36 C -4.844 -0.255 2.338
37 C -2.238 2.342 -0.045
38 C -1.513 -3.151 -0.701
39 C 4.928 0.962 1.537
40 C 1.995 -0.889 4.026
41 C -0.514 -2.882 -5.664
42 C 2.643 0.238 3.146
43 C 0.609 3.128 1.197
44 C 4.693 1.833 -0.786
45 C -3.297 3.687 -2.131
46 C 5.532 -0.241 0.802
47 C -2.822 4.528 -0.894
48 C -1.628 -3.184 0.812
49 C 0.303 -4.605 0.639
50 C 2.223 -0.128 1.700
51 C 0.486 1.156 -2.034
52 C -2.511 0.857 2.492
53 C -1.707 3.791 -0.028
54 C -1.537 -1.902 -5.112
55 C 1.915 2.424 1.447
56 C 0.334 4.281 2.159
57 H -1.600 -5.316 1.192
58 H -0.221 -1.725 0.154
59 H 0.729 -1.856 -2.228
60 H -0.873 -4.479 2.467
61 H -5.533 0.237 1.652
62 H 5.699 1.687 1.798
63 H 4.055 1.766 -1.667
64 H 0.879 -5.528 0.586
65 H 1.833 1.787 2.328
66 H -2.110 1.824 2.190
67 H 5.332 2.716 -0.787
68 H -2.286 -3.847 -1.027
69 H 0.146 0.150 -3.845
70 H 4.713 -0.958 0.753
71 H -2.465 5.492 -1.258
72 H -0.059 -0.112 1.197
73 H 4.518 0.612 2.484
74 H -3.791 0.329 4.085
75 H -1.668 4.097 1.017
76 H -1.059 -2.376 1.272
77 H -4.339 3.731 -2.450
78 H 2.134 1.745 0.623
79 H -1.683 -4.858 -2.925
80 H -0.749 3.868 -0.543
81 H 0.286 -3.508 -3.625
82 H -1.454 1.602 0.116
83 H 2.348 1.250 3.420
84 H -1.047 -3.415 -6.452
85 H 3.047 1.040 0.538
86 H 1.828 -0.512 5.035
87 H 0.966 -3.861 1.082
88 H 3.759 2.644 0.905
89 H 0.353 -2.448 -6.163
90 H -1.847 -2.304 -1.300
91 H -2.043 -5.166 -4.504
92 H 3.215 3.995 0.865
93 H 3.720 0.350 3.263
94 H 2.550 -1.827 4.024
95 H 0.783 -1.693 1.000
96 H -0.332 4.018 2.980
97 H -0.123 2.035 -1.821
98 H 0.463 -4.608 -4.955
99 H 3.913 3.265 2.280
100 H 0.575 3.472 0.163
101 H -0.127 5.127 1.648
102 H -3.097 2.256 0.620
103 H 6.426 -0.758 1.150
104 H -1.322 0.424 -2.891
105 H -5.547 -0.795 2.972
106 H -1.378 -0.609 -0.462
107 H -1.829 0.456 3.242
108 H -2.674 -3.124 1.113
109 H 2.312 0.738 1.044
110 H -0.225 2.427 1.238
111 H -2.070 -1.353 -5.889
112 H 1.496 1.499 -2.256
113 H -2.610 3.929 -2.942
114 H -4.172 -1.934 0.844
115 H -3.603 4.770 -0.174
116 H -0.864 -1.182 -4.645
117 H -4.388 1.713 3.188
118 H -0.945 -1.921 -2.553
119 H -3.551 -1.852 2.540
120 H 2.821 -0.975 1.364

**HOMO-LUMO gap**: 0.3041 Eh
**Energy above the lowest of the compared OMol25 structures with the same formula, charge and spin**: 3727.4 kJ/mol
**HOMO energy**: -8.253 eV
**Molar mass**: 961.38 g mol⁻¹
**Total charge**: 0